Here is a cluster of 8 separate species, C67H81F7O8S in total from the OMol25 dataset. Energies are from ωB97M-V/def2-TZVPD.

Structure (XYZ):
```
164
Properties=species:S:1:pos:R:3
S 4.756 -1.920 -0.229
F 0.498 -5.436 0.229
F -4.368 0.878 -8.056
F -10.802 9.369 3.916
F -1.650 3.155 -1.331
F -5.837 1.054 -2.031
F -9.974 6.301 0.384
F -1.477 2.564 3.246
O 4.895 -1.312 -1.518
O 5.056 -1.073 0.884
O 3.831 -6.932 -2.906
O 2.848 -2.639 2.031
O 5.676 -6.127 -1.904
O 9.443 -3.155 2.893
O 7.692 -3.833 4.124
O 3.256 -2.479 -0.204
C -10.190 3.579 2.747
C 8.182 -2.648 -0.657
C -1.623 3.819 3.720
C 5.524 -5.939 -0.482
C -9.815 6.334 2.732
C 11.482 -0.986 0.764
C -7.827 4.054 -1.718
C -0.603 0.829 0.788
C -6.911 1.871 -1.982
C -2.295 2.447 -5.314
C 0.224 -6.773 -3.119
C 8.465 -1.311 -1.367
C 0.573 -0.066 1.229
C 10.825 -0.680 -0.591
C -0.828 3.134 -3.534
C -0.508 4.624 3.832
C -2.446 -1.920 -9.292
C 2.894 -3.377 0.868
C 8.953 -3.957 3.656
C -1.052 2.888 -4.881
C -8.352 12.487 2.882
C 6.751 -5.702 2.806
C -9.271 2.168 -2.094
C -3.499 -1.193 -8.757
C -0.663 5.915 4.315
C -1.976 -6.345 -2.245
C -2.175 0.816 -8.905
C 0.134 -0.777 2.511
C 1.265 -1.390 3.342
C -10.022 4.265 3.943
C -9.655 12.441 2.407
C -1.124 0.080 -9.432
C -9.997 10.396 3.576
C -1.155 -6.788 -3.275
C 4.425 -4.722 2.355
C -1.423 -5.891 -1.057
C -7.879 11.477 3.708
C -8.706 10.422 4.064
C 4.830 -4.610 -0.237
C -1.259 -1.287 -9.629
C -3.102 2.479 -3.049
C 5.469 -8.538 -2.172
C 9.314 -0.372 -0.497
C -8.168 1.328 -2.151
C -3.319 2.245 -4.399
C -6.719 3.222 -1.764
C 1.781 0.843 1.430
C 4.908 -7.161 -2.376
C 0.786 -6.313 -1.938
C -10.179 4.266 1.543
C -1.919 6.377 4.684
C 5.256 -5.994 2.641
C 7.005 -5.088 4.189
C -3.026 5.546 4.566
C -9.101 3.529 -1.881
C -9.989 5.632 1.557
C -2.882 4.257 4.077
C 3.836 -4.619 0.939
C 1.671 -2.772 2.823
C -10.488 11.386 2.750
C -3.348 0.166 -8.574
C 5.782 -3.411 -0.128
C -9.837 5.641 3.933
C -0.049 -5.883 -0.929
C 6.889 -3.339 -1.172
C -1.860 2.922 -2.642
C 0.783 -1.484 4.814
H 9.068 -1.531 -2.246
H 7.548 -5.794 4.821
H 11.337 0.193 -0.987
H 2.140 -0.751 3.363
H 7.334 -6.612 2.692
H 9.020 -3.313 -0.861
H -9.962 4.184 -1.839
H -3.880 2.319 -2.320
H 6.025 -8.590 -1.240
H -2.555 -2.985 -9.446
H -1.551 0.295 0.785
H 6.577 -2.767 -2.039
H 6.526 -5.955 -0.058
H -9.667 7.405 2.703
H -0.300 -1.568 4.853
H -10.026 13.229 1.765
H 11.454 -2.048 0.984
H -11.504 11.327 2.385
H 12.520 -0.663 0.782
H 0.199 6.561 4.402
H -10.035 3.728 4.882
H 4.963 -6.773 -0.069
H -2.037 7.383 5.062
H 4.238 -4.428 -1.133
H 2.707 0.269 1.418
H 6.121 -8.800 -2.999
H -0.507 -0.130 3.104
H -1.591 -7.144 -4.199
H -10.329 2.506 2.751
H 0.131 3.483 -3.176
H 7.547 -0.823 -1.680
H -4.431 -1.671 -8.482
H 7.101 -4.998 2.054
H -10.315 3.754 0.601
H 0.868 -7.118 -3.915
H 1.904 -3.399 3.681
H -7.695 5.115 -1.553
H -0.253 3.041 -5.594
H 4.933 -6.387 3.603
H -5.718 3.611 -1.632
H 0.463 4.242 3.545
H 1.012 -0.544 5.309
H 1.247 -2.304 5.353
H 6.240 -3.344 0.853
H 1.847 1.528 0.588
H -3.051 -6.352 -2.367
H 7.166 -4.322 -1.535
H -0.404 1.330 -0.152
H 0.835 -3.182 2.257
H 1.911 -3.748 0.583
H 9.011 -0.444 0.543
H -9.710 6.178 4.863
H -4.289 1.905 -4.735
H -0.438 -1.857 -10.042
H -2.466 2.259 -6.365
H -0.199 0.577 -9.690
H 0.750 -0.755 0.404
H -0.682 1.613 1.542
H -4.005 5.904 4.855
H 9.165 0.644 -0.853
H 9.534 -4.805 4.049
H 5.029 -3.856 2.608
H 3.214 -5.505 0.808
H -8.276 0.266 -2.323
H -8.360 9.628 4.712
H 1.858 -6.286 -1.804
H -10.264 1.758 -2.215
H 5.080 -6.799 1.937
H 8.174 -2.497 0.421
H -0.510 -1.606 2.202
H 1.719 1.401 2.361
H 11.026 -1.524 -1.247
H -2.090 1.883 -8.752
H 4.653 -9.250 -2.151
H 10.977 -0.484 1.584
H 6.074 -4.882 4.702
H -2.043 -5.548 -0.240
H 3.582 -4.757 3.036
H -7.705 13.310 2.609
H -6.863 11.510 4.077
H -3.731 3.595 3.970
```

Its SMILES is CCCCCC[C@@H]1[C@@H](COC(C)=O)[C@@H](CCCCOC=O)[C@@H](OC[C@H](C)CC(C)C)OS1(=O)=O.Fc1ccccc1.Fc1ccccc1.Fc1ccccc1.Fc1ccccc1.Fc1ccccc1.Fc1ccccc1.Fc1ccccc1. The calculation puts the gap between HOMO and LUMO at 9.32 eV. The spin multiplicity is 1. The value obtained for the energy is -117028.744 eV.

Here is a cluster of 10 separate species, C67H88BBrFN12O7 in total from the OMol25 dataset. Energies are from ωB97M-V/def2-TZVPD.

Structure (XYZ):
```
177
Properties=species:S:1:pos:R:3
Br -4.631 3.574 2.107
F 1.303 0.992 3.082
O 1.809 0.191 0.397
O -1.529 -0.954 -3.702
O -1.097 5.529 -3.764
O -0.669 3.587 -4.699
O 0.623 -1.268 -2.782
O -0.330 0.986 -2.763
O 2.488 2.768 3.306
N 5.416 -3.829 1.933
N -4.247 -2.240 2.658
N 5.854 4.755 7.692
N -6.043 -3.469 -4.716
N -5.729 -0.105 -1.873
N 4.711 -5.150 -2.273
N -1.469 1.308 -9.933
N -0.025 2.285 0.769
N -2.635 -6.665 -6.872
N 3.783 6.635 1.971
N -1.937 1.688 -1.250
N 0.993 -0.322 11.070
C -6.605 -4.458 -4.017
C -1.419 2.849 0.938
C -1.678 2.944 2.481
C -6.749 0.313 -1.114
C 4.691 -6.088 2.298
C 4.290 3.111 6.906
C 3.035 -3.699 -3.192
C 3.765 -4.220 -2.135
C 5.573 2.683 8.874
C 6.144 -4.273 0.904
C -3.401 1.584 3.907
C -6.040 -0.700 -3.030
C 1.769 0.400 10.259
C -1.318 4.151 -3.909
C -0.547 5.184 -0.144
C 3.570 5.575 2.753
C -2.235 -6.927 -5.626
C -0.147 5.668 -2.674
C 5.043 7.065 1.867
C -2.371 1.854 0.159
C 3.200 0.147 0.814
C -1.709 4.250 0.304
C -2.468 -2.022 0.838
C 6.156 3.930 8.698
C 3.304 -4.167 -4.468
C 4.935 4.335 6.820
C -1.434 2.515 -7.421
C 1.052 2.461 11.206
C 4.953 -5.588 -3.512
C 1.838 1.784 10.286
C 4.706 -4.738 2.607
C -1.946 -7.239 -7.862
C 4.569 4.912 3.449
C -0.256 2.318 -8.124
C 0.247 0.350 11.949
C -5.383 -3.813 -5.828
C 0.238 1.732 12.056
C -0.642 1.047 -1.373
C -8.376 -0.459 -2.667
C 5.869 5.375 3.326
C -5.259 -5.116 -6.280
C -8.080 0.160 -1.461
C -0.462 -8.332 -6.359
C -2.681 0.509 0.911
C -5.849 -6.125 -5.537
C -0.933 6.107 -1.373
C 0.389 1.957 -0.614
C -2.629 2.102 -7.988
C 4.795 -0.676 2.566
C 1.067 2.993 1.509
C 5.452 -6.524 1.226
C -2.591 1.505 -9.239
C -0.329 1.715 -9.370
C -1.161 -7.746 -5.316
C 4.621 2.271 7.957
C 1.668 2.237 2.705
C 1.716 1.125 -0.676
C -0.860 -8.076 -7.661
C -7.337 -0.898 -3.470
C -6.537 -5.794 -4.380
C -3.091 2.934 3.129
C -3.684 -2.828 1.428
C 4.283 -5.131 -4.637
C 6.196 -5.601 0.510
C -2.958 -0.749 0.027
C 6.116 6.474 2.518
C 3.510 -1.064 1.733
B -0.428 -0.394 -3.103
H -0.340 -8.515 -8.502
H -0.576 0.022 -0.924
H -4.501 -2.797 0.674
H -7.136 -4.150 -3.121
H -4.287 1.100 3.440
H 6.801 -5.903 -0.332
H -1.921 0.358 1.709
H 2.573 1.835 -0.585
H -2.580 0.852 3.826
H 4.713 5.026 6.015
H 5.858 2.054 9.707
H 2.277 -2.947 -3.021
H 2.538 5.247 2.817
H -3.637 0.686 1.451
H 6.712 -3.514 0.376
H -8.864 0.516 -0.806
H 4.098 -6.780 2.881
H -0.880 -7.922 -4.286
H 2.487 2.318 9.605
H 0.383 -8.980 -6.160
H -7.527 -1.384 -4.416
H -0.372 -0.263 12.595
H 4.336 4.060 4.069
H -9.406 -0.597 -2.975
H 4.123 -4.350 3.437
H -5.773 -7.158 -5.856
H 3.812 0.029 -0.111
H 1.929 3.259 0.864
H 0.426 4.726 -0.397
H 1.849 0.611 -1.646
H -1.092 2.134 2.982
H 6.680 4.886 3.852
H -2.667 1.220 -1.782
H -3.622 -2.475 3.431
H -3.501 1.163 -9.721
H -2.816 -6.449 -4.842
H 0.262 -1.918 -2.156
H -3.350 2.352 0.006
H 2.756 -3.784 -5.321
H -2.411 4.158 -0.551
H 5.187 7.929 1.227
H 2.650 -1.310 2.380
H -3.045 3.649 3.974
H -2.306 -0.378 -3.612
H 5.615 -0.565 1.833
H -7.010 -6.554 -3.773
H -2.292 -7.006 -8.864
H -1.176 3.879 2.820
H -6.468 0.794 -0.181
H -2.089 3.647 -3.287
H 4.600 0.348 2.963
H 3.550 2.823 6.170
H -1.834 -1.748 1.706
H 0.455 4.753 -2.504
H 2.363 -0.174 9.554
H 3.593 -3.883 -1.117
H -3.571 2.239 -7.472
H 7.117 6.864 2.395
H 3.524 1.096 1.302
H -2.569 -0.719 -1.002
H 4.523 -5.521 -5.617
H 5.726 -6.345 -3.594
H -3.698 1.781 4.952
H 4.141 1.305 8.059
H 0.767 3.987 1.895
H -0.338 5.898 0.686
H -0.549 7.123 -1.144
H -1.417 2.985 -6.443
H -1.865 -2.702 0.199
H -4.935 -2.989 -6.375
H 6.904 4.298 9.391
H -4.054 -0.887 -0.060
H -0.093 1.360 1.236
H -4.715 -5.336 -7.186
H 0.565 6.453 -2.997
H 3.812 -1.904 1.077
H 0.566 1.543 -9.959
H -3.420 -3.892 1.582
H -2.023 6.141 -1.541
H -0.391 2.224 12.787
H -2.290 4.825 1.056
H 0.559 2.814 -1.288
H 5.466 -7.572 0.951
H 0.697 2.627 -7.715
H 1.075 3.543 11.258
H 5.002 -1.390 3.374
H -5.197 -1.031 -3.625
H -4.275 -1.224 2.582
```

As for the net charge: +1. The calculation puts the gap between HOMO and LUMO at 8.64 eV. The spin multiplicity is 1. The value obtained for the energy is -176549.191 eV.